Entry from OMol25: a molecular structure, C39H47N6S2Ta (ωB97M-V/def2-TZVPD).

ORCA input file:
```
! RIJCOSX wB97M-V def2-TZVPD def2/J DEFGRID3
* xyz 2 1
Ta 0.046 0.169 -0.060
C -1.080 -3.109 -0.248
N 0.122 -2.445 0.330
C 1.346 -3.009 -0.280
C 2.503 -2.066 -0.100
N 2.294 -0.799 -0.875
C 2.509 -1.134 -2.301
C 3.323 0.161 -0.432
C 4.479 0.440 -1.144
C 5.386 1.370 -0.650
C 5.151 2.010 0.553
C 4.005 1.715 1.279
C 3.100 0.790 0.786
S 1.647 0.371 1.697
C 0.063 -2.697 1.773
C 0.496 -3.874 2.366
C 0.351 -4.062 3.735
C -0.243 -3.090 4.521
C -0.714 -1.925 3.934
C -0.556 -1.744 2.569
S -1.298 -0.342 1.800
H -1.045 -4.185 -0.062
H -1.142 -2.933 -1.317
H -1.970 -2.698 0.221
H 1.133 -3.222 -1.327
H 1.615 -3.967 0.162
H 3.435 -2.526 -0.434
H 2.608 -1.824 0.953
H 3.476 -1.622 -2.425
H 2.488 -0.241 -2.916
H 1.754 -1.818 -2.653
H 4.700 -0.049 -2.081
H 6.282 1.587 -1.216
H 5.859 2.734 0.934
H 3.811 2.200 2.227
H 0.947 -4.668 1.787
H 0.704 -4.981 4.183
H -0.352 -3.239 5.586
H -1.195 -1.160 4.528
N -2.658 -0.349 -0.866
C -3.807 -0.406 -0.837
C -5.233 -0.473 -0.764
C -6.009 0.309 -1.621
C -7.387 0.254 -1.521
C -7.982 -0.573 -0.577
C -7.207 -1.354 0.271
C -5.827 -1.308 0.185
H -5.533 0.947 -2.353
H -8.000 0.853 -2.180
H -9.061 -0.609 -0.500
H -7.680 -1.999 0.999
H -5.211 -1.910 0.840
C -1.765 1.358 -5.271
N -1.221 0.473 -4.239
C -0.926 -0.863 -4.377
C -0.444 -1.267 -3.178
N -0.430 -0.202 -2.299
C -0.919 0.828 -2.993
H -1.702 0.851 -6.229
H -1.179 2.272 -5.313
H -2.805 1.590 -5.056
H -1.094 -1.400 -5.294
H -0.143 -2.261 -2.907
H -1.069 1.822 -2.608
C 3.273 2.268 -3.936
C 2.698 2.875 -2.684
C 3.174 4.079 -2.191
C 2.655 4.610 -1.017
C 3.203 5.879 -0.427
C 1.605 3.959 -0.381
C 1.041 2.790 -0.891
C 1.662 2.233 -2.014
N -0.076 2.145 -0.247
C -1.041 3.052 0.512
C -1.189 4.450 -0.132
C -0.618 3.178 1.972
C -2.441 2.446 0.405
H 3.660 3.042 -4.598
H 2.525 1.700 -4.491
H 4.105 1.597 -3.706
H 3.968 4.600 -2.714
H 4.047 6.252 -1.003
H 3.539 5.717 0.599
H 2.441 6.660 -0.402
H 1.283 4.361 0.566
H 1.317 1.311 -2.436
H -0.440 5.176 0.156
H -2.138 4.851 0.226
H -1.241 4.404 -1.221
H 0.426 3.474 2.058
H -0.753 2.251 2.530
H -1.225 3.952 2.445
H -2.736 2.344 -0.641
H -3.153 3.110 0.894
H -2.548 1.479 0.894
*
```

Computed properties:
* HOMO: -12.8 eV
* lowest unoccupied orbital energy: -0.228 Ha
* electronic energy: -73357.6723 eV
* orbital gap: 0.2406 Eh
* M: 844.93 g mol⁻¹
* relative energy (zero: lowest compared OMol25 entry of this formula, charge and spin): 164.9 kJ/mol

Entry from OMol25: 4 unconnected molecules or ions with the total composition C20H43ClN5O4 (ωB97M-V/def2-TZVPD).

ORCA input file:
```
! RIJCOSX wB97M-V def2-TZVPD def2/J DEFGRID3
* xyz 0 2
C 0.169 6.564 -0.857
N -1.109 5.754 -0.861
C -0.988 4.467 -1.646
C 0.109 3.395 -1.046
Cl 0.294 3.550 0.829
C 1.554 3.500 -1.812
C 1.748 2.482 -3.081
C 3.337 2.660 -3.569
C 0.847 2.889 -4.415
N 1.548 1.016 -2.771
O 2.690 0.309 -2.801
C 0.734 0.777 -1.520
C -0.035 -0.689 -1.756
C 1.668 0.537 -0.156
C -0.465 1.876 -1.303
H 1.068 6.053 -0.282
H 0.008 7.613 -0.346
H 0.568 6.791 -1.952
H -1.510 5.617 0.093
H -2.056 3.941 -1.586
H -0.811 4.766 -2.769
H 1.615 4.605 -2.259
H 2.462 3.442 -1.040
H 3.440 3.804 -3.886
H 4.101 2.502 -2.683
H 3.590 2.041 -4.534
H -0.260 3.169 -4.148
H 1.382 3.714 -5.074
H 0.784 1.903 -5.076
H 0.639 -1.597 -1.422
H -0.984 -0.647 -1.047
H -0.436 -0.800 -2.859
H 2.446 -0.333 -0.283
H 0.963 0.266 0.759
H 2.255 1.546 0.089
H -1.065 1.924 -2.334
H -1.214 1.538 -0.470
C 2.642 -3.325 1.497
C 1.153 -3.213 1.326
O 0.624 -3.128 0.220
N 0.382 -3.209 2.453
C 0.820 -3.301 3.826
H 3.128 -3.316 0.517
H 3.016 -2.476 2.076
H 2.891 -4.265 1.997
H -0.612 -3.132 2.263
H 0.355 -4.182 4.272
H 0.479 -2.406 4.351
H 1.905 -3.380 3.913
C 1.503 -6.740 8.267
C 1.627 -6.322 6.828
O 2.407 -5.446 6.463
N 0.834 -6.954 5.913
C -0.134 -7.998 6.151
H 2.193 -6.154 8.882
H 0.485 -6.558 8.622
H 1.760 -7.797 8.372
H 0.970 -6.623 4.963
H 0.157 -8.871 5.563
H -1.108 -7.642 5.811
H -0.197 -8.276 7.204
C -4.582 1.221 -2.163
C -3.726 1.485 -3.370
O -2.588 1.036 -3.479
N -4.255 2.253 -4.368
C -5.562 2.862 -4.419
H -4.034 0.597 -1.451
H -4.835 2.165 -1.671
H -5.491 0.691 -2.458
H -3.623 2.390 -5.151
H -6.082 2.479 -5.299
H -5.430 3.942 -4.518
H -6.155 2.651 -3.528
*
```

Computed properties:
* HOMO (spin up / spin down): -8.2 / -8.6 eV
* lowest unoccupied orbital energy (spin up / spin down): 0.022 / 0.018 Ha
* electronic energy: -49594.7427 eV
* orbital gap (spin up / spin down): 0.3221 / 0.3351 Eh
* M: 453.05 g mol⁻¹

Entry from OMol25: a molecular structure, C26H31AsBrN5O4RbS (ωB97M-V/def2-TZVPD).

ORCA input file:
```
! RIJCOSX wB97M-V def2-TZVPD def2/J DEFGRID3
* xyz -1 1
Rb -1.421 -0.441 -0.307
O 3.463 -2.306 2.183
C 2.811 -1.690 3.212
C 3.555 -1.381 4.345
C 2.958 -0.728 5.412
C 1.615 -0.383 5.348
C 0.875 -0.718 4.223
C 1.451 -1.373 3.148
C 0.571 -1.734 1.933
O -0.686 -1.411 2.001
N 1.324 -1.011 0.782
N 1.200 -1.408 -0.464
C 1.560 -0.640 -1.431
C 1.409 -0.975 -2.828
Br -0.224 -1.868 -3.322
C 2.254 -0.655 -3.816
C 3.657 -0.266 -3.628
C 4.313 0.496 -4.598
C 5.670 0.757 -4.505
C 6.410 0.252 -3.445
C 5.775 -0.515 -2.477
C 4.417 -0.768 -2.563
H 2.881 -2.268 1.411
H 4.605 -1.648 4.363
H 3.552 -0.471 6.281
H 1.151 0.145 6.172
H -0.176 -0.470 4.138
H 0.755 -2.815 1.690
H 1.379 -0.001 0.946
H 1.978 0.353 -1.238
H 1.921 -0.762 -4.841
H 3.747 0.886 -5.436
H 6.160 1.351 -5.267
H 7.473 0.446 -3.379
H 6.345 -0.933 -1.657
H 3.936 -1.395 -1.825
C -2.242 4.579 -2.901
N -1.660 4.019 -1.701
C -1.424 4.774 -0.589
C -0.900 4.246 0.529
C -0.581 2.814 0.552
O -0.145 2.253 1.564
N -0.806 2.110 -0.589
C -1.335 2.635 -1.690
O -1.591 1.987 -2.710
H -2.191 5.666 -2.855
H -3.284 4.271 -3.014
H -1.694 4.218 -3.769
H -1.690 5.822 -0.667
H -0.710 4.843 1.408
C -4.152 1.726 0.263
As -4.844 0.010 0.854
C -3.883 -0.555 2.441
C -6.604 0.503 1.567
S -5.148 -1.407 -0.621
H -4.249 2.465 1.058
H -4.708 2.048 -0.614
H -3.100 1.632 -0.001
H -3.974 0.219 3.203
H -2.824 -0.750 2.243
H -4.336 -1.479 2.797
H -6.537 1.210 2.394
H -7.082 -0.418 1.899
H -7.199 0.932 0.763
C -1.603 -6.161 -0.353
C -1.677 -4.715 -0.479
N -1.735 -3.574 -0.577
H -1.480 -6.434 0.694
H -0.756 -6.537 -0.925
H -2.521 -6.606 -0.736
*
```

Computed properties:
* HOMO: -4.8 eV
* lowest unoccupied orbital energy: 0.078 Ha
* electronic energy: -185478.8617 eV
* orbital gap: 0.2535 Eh
* M: 749.93 g mol⁻¹
* relative energy (zero: lowest compared OMol25 entry of this formula, charge and spin): 162.3 kJ/mol